Entry w
Computed, not measured: C2H7N4S as an isolated structure, with wB97M-V/def2-TZVPD.

Properties
Total charge: +1
E_HOMO (eV): -13.8
LUMO level (eV): -4.86
Gap between HOMO and LUMO (eV): 8.941

Each line ends with the natural charge from an NBO analysis.
Element x y z (Å)
C: 1.45 0.08 0.71  0.167
C: -0.71 0.13 1.39  -0.151
N: 0.69 0.05 1.70  -0.332
N: 0.88 0.33 -0.52  -0.086
N: 1.33 -0.36 -1.54  -0.510
N: -0.89 0.34 0.05  -0.497
S: -2.15 -0.66 -0.77  0.228
H: 2.50 -0.31 0.76  0.247
H: -0.96 -0.82 1.83  0.259
H: -1.09 1.00 1.88  0.254
H: 1.01 -0.11 -2.49  0.434
H: 1.75 -1.34 -1.22  0.392
H: -1.07 1.25 -0.31  0.434
H: -2.74 0.43 -1.44  0.161

=====

Entry x
Computed, not measured: an isolated ion of composition C2H7N4S and charge +1, with wB97M-V/def2-TZVPD.

Properties
Total charge: +1
E_HOMO (eV): -13.6
LUMO level (eV): -3.61
Gap between HOMO and LUMO (eV): 9.942

Each line ends with the natural charge from an NBO analysis.
Element x y z (Å)
C: -0.42 -0.61 -0.29  0.369
C: 1.68 0.19 0.27  0.137
N: 0.14 0.61 -0.32  -0.604
N: -1.67 -1.00 -0.03  -0.399
N: 2.71 0.80 -0.32  -0.808
N: -2.78 -0.09 0.07  -0.652
S: 1.06 -1.63 -0.04  0.260
H: 1.47 0.40 1.25  0.215
H: -0.24 1.51 -0.31  0.424
H: -2.01 -1.95 -0.27  0.431
H: 3.35 1.42 0.26  0.422
H: 3.25 0.56 -1.11  0.427
H: -3.62 -0.69 -0.06  0.387
H: -2.90 0.47 0.90  0.392

=====

Short version: entry x is the most stable of them.

=====

Entry w
Computed, not measured: one molecule with the formula C2H2N4O, with wB97M-V/def2-TZVPD.

Properties
Total charge: 0
E_HOMO (eV): -10.7
LUMO level (eV): -1.70
Gap between HOMO and LUMO (eV): 9.007

Each line ends with the natural charge from an NBO analysis.
Element x y z (Å)
C: 0.10 -0.21 1.58  0.329
C: -0.17 0.01 0.29  0.000
H: 1.92 0.31 1.22  0.536
H: -0.86 -0.29 2.17  0.233
N: -1.40 0.05 -0.27  -0.169
N: -1.19 -0.03 -1.55  -0.074
N: 0.16 0.06 -1.87  -0.031
N: 0.82 0.19 -0.77  -0.225
O: 1.33 -0.09 2.07  -0.599

=====

Entry x
Computed, not measured: one molecule with the formula C2H2N4O, with wB97M-V/def2-TZVPD.

Properties
Total charge: 0
E_HOMO (eV): -11.1
LUMO level (eV): -0.67
Gap between HOMO and LUMO (eV): 10.394

Each line ends with the natural charge from an NBO analysis.
Element x y z (Å)
C: -1.68 -0.49 0.04  0.394
C: -0.18 -0.13 0.23  0.220
H: -2.06 -1.46 0.11  0.166
H: 0.02 1.90 0.28  0.432
N: 0.62 -1.17 -0.02  -0.272
N: 1.87 -0.55 -0.08  -0.042
N: 1.83 0.71 -0.05  -0.012
N: 0.43 1.04 0.02  -0.398
O: -2.51 0.39 -0.13  -0.490

=====

Short version: entry x is the most stable of them.